Density functional theory data (the ωB97M-V functional and the def2-TZVPD basis) for a molecular structure, C20H46OP4Tc.

CARTESIAN COORDINATES (ANGSTROEM)
Tc  -0.161  -0.132  -0.341
P  0.216  -2.110  -1.465
P  2.305  -0.166  0.459
P  -2.247  0.300  -1.154
H  1.532  1.941  -1.139
C  0.446  1.862  -0.968
C  -0.027  1.954  0.403
H  0.707  2.112  1.201
C  0.876  -1.695  -3.109
C  1.377  -3.359  -0.822
C  -1.253  -3.144  -1.797
C  2.981  1.294  1.356
C  3.101  -1.464  1.495
C  3.415  -0.176  -1.008
C  -2.945  1.953  -0.788
C  -3.725  -0.723  -0.847
C  -2.135  0.340  -2.984
H  -0.157  2.299  -1.779
H  -0.970  2.478  0.616
H  1.058  -2.642  -3.628
H  1.811  -1.133  -3.019
H  0.164  -1.095  -3.685
H  1.237  -4.258  -1.439
H  1.139  -3.603  0.224
H  2.423  -3.033  -0.887
H  -0.873  -4.075  -2.241
H  -1.948  -2.661  -2.492
H  -1.776  -3.377  -0.859
H  4.067  1.160  1.456
H  2.543  1.376  2.361
H  2.781  2.214  0.800
H  4.190  -1.425  1.348
H  2.741  -2.459  1.220
H  2.878  -1.276  2.551
H  4.429  0.082  -0.675
H  3.073  0.568  -1.735
H  3.429  -1.165  -1.476
H  -3.890  2.036  -1.338
H  -2.275  2.756  -1.104
H  -3.149  2.063  0.283
H  -4.494  -0.443  -1.583
H  -4.132  -0.546  0.157
H  -3.501  -1.789  -0.962
H  -3.071  0.775  -3.354
H  -2.012  -0.657  -3.418
H  -1.296  0.964  -3.315
C  -0.931  0.162  -6.871
C  -0.335  0.249  -8.151
C  -0.223  1.527  -8.722
C  -0.740  2.667  -8.068
C  -1.450  2.512  -6.863
C  -1.622  1.245  -6.315
O  -0.732  -0.874  -5.979
H  -0.291  -1.643  -6.395
H  0.063  -0.615  -8.676
H  0.283  1.664  -9.690
H  -0.594  3.661  -8.501
H  -1.857  3.373  -6.353
H  -2.189  1.084  -5.409
C  -2.027  -2.169  1.790
P  -0.877  -0.748  1.791
C  -1.836  0.469  2.737
C  0.196  -1.291  3.176
H  -2.976  -1.968  1.271
H  -2.237  -2.397  2.846
H  -1.547  -3.043  1.324
H  -2.015  0.115  3.760
H  -1.279  1.406  2.798
H  -2.804  0.656  2.264
H  -0.385  -1.536  4.082
H  0.753  -2.189  2.892
H  0.900  -0.498  3.449

Forces on atoms 1 to 3 (eV/Å):
3.46 -0.48 0.91
-0.68 -2.85 -1.19
1.64 -0.23 0.54

Its HOMO energy (alpha / beta) is -20.684 / -20.667 eV. As for the spin multiplicity: 4. As for the net charge: +4. For the LUMO energy (alpha / beta), the calculation gives -14.3 / -15.1 eV. The energy is -62845.8503 eV. As for the relative energy (zero: lowest compared OMol25 entry of this formula, charge and spin): 19.32 kcal per mole. The expectation value of S² is 3.81.

Density functional theory data (the ωB97M-V functional and the def2-TZVPD basis) for 2 unconnected molecules or ions with the total composition C2H9NS.

CARTESIAN COORDINATES (ANGSTROEM)
S  -0.284  -0.071  3.996
H  -0.062  -1.240  4.512
C  -0.191  1.216  -1.353
N  0.663  0.189  -0.653
C  -0.166  -1.062  -0.394
H  0.445  2.097  -1.424
H  -0.629  0.745  -2.243
H  -1.079  1.463  -0.723
H  0.895  0.506  0.302
H  1.547  0.030  -1.129
H  -0.488  -1.539  -1.316
H  -1.003  -0.617  0.117
H  0.353  -1.716  0.309

Forces on atoms 1 to 3 (eV/Å):
-0.13 1.27 -1.15
0.26 -1.20 0.40
-0.43 -0.14 0.96

Its HOMO energy is -5.507 eV. As for the net charge: 0. For the LUMO energy, the calculation gives -0.7 eV. The energy is -14542.2244 eV. As for the relative energy (zero: lowest compared OMol25 entry of this formula, charge and spin): 70.78 kcal per mole.

Density functional theory data (the ωB97M-V functional and the def2-TZVPD basis) for a molecular structure, C40H38GeS4SbSiTc.

CARTESIAN COORDINATES (ANGSTROEM)
Tc  -0.588  -1.244  0.817
C  0.953  -1.206  4.049
C  0.243  -2.026  3.009
C  0.946  -2.538  1.900
C  0.361  -3.510  1.053
C  1.122  -4.056  -0.121
C  -0.938  -3.920  1.319
C  -1.666  -3.423  2.424
C  -3.006  -3.994  2.771
C  -1.075  -2.469  3.234
H  1.600  -1.860  4.638
H  0.245  -0.738  4.730
H  1.571  -0.430  3.601
H  2.000  -2.308  1.799
H  1.609  -5.001  0.129
H  1.892  -3.352  -0.431
H  0.452  -4.232  -0.961
H  -1.392  -4.675  0.690
H  -2.867  -4.846  3.442
H  -3.526  -4.346  1.884
H  -3.634  -3.263  3.278
H  -1.615  -2.101  4.099
S  -5.047  -1.414  -3.579
Sb  -4.551  -0.239  -1.744
S  -3.543  -2.986  -0.451
S  -2.193  -1.520  -1.004
S  -5.144  -1.875  0.171
C  -5.720  1.294  3.387
C  -5.447  1.369  2.029
C  -4.143  1.238  1.581
C  -3.084  1.008  2.455
C  -3.381  0.936  3.816
C  -4.678  1.092  4.281
Si  -1.280  0.857  1.867
C  -0.780  2.580  1.243
C  0.359  3.181  1.780
C  0.723  4.475  1.446
C  -0.056  5.203  0.558
C  -1.183  4.617  0.003
C  -1.532  3.317  0.332
H  -6.736  1.398  3.747
H  -6.252  1.532  1.322
H  -3.931  1.346  0.524
H  -2.576  0.779  4.526
H  -4.879  1.056  5.345
H  -0.609  0.917  3.214
H  0.958  2.625  2.494
H  1.603  4.928  1.886
H  0.209  6.219  0.297
H  -1.793  5.184  -0.689
H  -2.421  2.883  -0.112
C  0.383  -0.277  -0.349
Ge  1.720  0.334  -1.636
C  1.559  2.203  -2.229
C  2.517  3.190  -2.036
C  2.368  4.435  -2.633
C  1.262  4.699  -3.425
C  0.301  3.717  -3.624
C  0.447  2.479  -3.022
C  1.500  -0.684  -3.309
C  0.424  -1.527  -3.567
C  0.317  -2.176  -4.789
C  1.286  -1.989  -5.763
C  2.364  -1.149  -5.516
C  2.467  -0.500  -4.296
C  3.401  -0.314  -0.829
C  4.255  0.445  -0.036
C  5.390  -0.127  0.522
C  5.670  -1.470  0.318
C  4.812  -2.242  -0.455
C  3.693  -1.662  -1.031
H  3.391  2.990  -1.429
H  3.120  5.200  -2.486
H  1.150  5.668  -3.894
H  -0.557  3.917  -4.253
H  -0.298  1.705  -3.179
H  -0.336  -1.668  -2.807
H  -0.526  -2.826  -4.984
H  1.207  -2.501  -6.713
H  3.122  -0.999  -6.274
H  3.304  0.163  -4.101
H  4.031  1.488  0.152
H  6.063  0.479  1.116
H  6.555  -1.913  0.755
H  5.023  -3.292  -0.617
H  3.035  -2.256  -1.656

Forces on atoms 1 to 3 (eV/Å):
1.68 1.87 -3.04
0.02 0.01 0.01
0.36 0.45 -0.21

Its HOMO energy is -7.365 eV. As for the net charge: 0. For the LUMO energy, the calculation gives -0.7 eV. The energy is -158567.1509 eV. As for the relative energy (zero: lowest compared OMol25 entry of this formula, charge and spin): 59.03 kcal per mole.